No. 1
ORCA calculation (wB97M-V/def2-TZVPD) on a molecular structure, C47H34Br3N8O7STi.

The energy relative to the best compared isomer or geometry (same formula, charge and spin) is 1.866 eV. The calculated total energy comes out at -319616.386 eV. Its charge is +1. The value obtained for the orbital gap is 4.2 eV.

Structure (XYZ):
```
101
Properties=species:S:1:pos:R:3:forces:R:3:mulliken_charge:R:1
Ti 0.085246 0.831359 0.316724 -0.36 -0.15 -0.27 0.729
O -4.529346 -5.385193 2.803933 0.06 0.12 -0.04 -0.599
N -4.126013 -4.530418 3.565625 -0.09 -0.16 0.21 1.052
O -4.457413 -4.411552 4.726299 0.00 0.04 -0.16 -0.599
C -3.106257 -3.586215 3.071896 0.17 0.21 -0.05 0.232
C -2.188240 -3.186457 3.964278 -0.15 -0.16 0.12 -1.053
C -1.128418 -2.314344 3.586042 0.17 0.11 -0.17 1.635
C -0.145881 -1.971940 4.526187 0.01 0.01 -0.03 -1.038
C 0.908355 -1.207533 4.117498 0.08 -0.01 0.14 -1.544
C 0.924600 -0.748324 2.805971 -0.09 -0.15 -0.06 -0.183
N -0.027764 -0.966876 1.901155 -0.01 -0.18 0.26 1.146
C -1.040371 -1.808005 2.274389 -0.07 -0.01 -0.03 -1.327
C -2.056226 -2.231450 1.321450 -0.06 -0.13 0.04 -0.592
N -1.978467 -1.760684 0.068109 0.05 -0.04 -0.01 0.331
C -2.882069 -2.137130 -0.813241 0.03 0.01 -0.10 -0.358
C -3.947103 -2.985680 -0.519850 -0.01 -0.01 0.03 -1.437
C -4.047274 -3.482701 0.751067 0.07 0.01 0.01 -0.811
C -3.079419 -3.126983 1.711462 -0.08 -0.07 -0.12 1.059
H -2.235283 -3.551051 4.981458 -0.02 0.03 0.01 0.611
H -0.221238 -2.330882 5.545047 -0.02 -0.03 -0.02 0.538
H 1.711477 -0.933766 4.787199 0.01 -0.03 -0.03 0.592
H 1.773013 -0.168513 2.489543 -0.03 0.14 -0.01 0.217
H -2.783090 -1.741673 -1.824418 0.01 0.00 0.03 0.490
H -4.668343 -3.236170 -1.284910 0.00 -0.02 0.02 0.484
H -4.845645 -4.156683 1.011837 -0.05 0.00 0.04 0.623
C -3.152358 1.045919 0.106878 -0.18 -0.06 0.16 -1.571
N -1.850751 1.332640 0.721629 -0.11 0.03 0.38 1.481
C -1.861404 2.312489 1.602632 0.05 0.01 0.04 -0.360
C -0.709869 2.655078 2.308198 -0.06 0.04 0.09 -0.295
C -0.483660 3.598912 3.314119 -0.01 0.07 -0.01 -1.117
C 0.856045 3.479053 3.663117 -0.02 0.02 0.03 -1.282
C 1.391330 2.474571 2.854932 0.04 0.06 0.04 -0.293
N 0.460568 1.958403 2.033914 -0.08 -0.06 0.27 1.302
C -4.185290 0.469890 1.064361 0.15 -0.04 0.08 0.660
C -3.881059 0.055033 2.356797 -0.10 0.13 -0.04 -0.013
C -4.867428 -0.489766 3.172009 0.01 -0.01 0.03 -0.878
C -6.163992 -0.627567 2.702996 0.01 -0.02 0.03 -0.645
C -6.477790 -0.201997 1.417633 0.00 -0.01 -0.03 -0.733
C -5.495138 0.343002 0.607202 0.02 -0.01 -0.07 -0.720
H -3.015032 0.343258 -0.705885 0.04 0.08 -0.09 -0.233
H -3.546878 1.966545 -0.329942 0.08 0.05 -0.05 1.092
H -2.780960 2.859106 1.797774 -0.06 -0.06 -0.03 0.493
H -1.211734 4.279514 3.729282 0.01 -0.04 -0.03 0.613
H 1.386805 4.042827 4.413174 0.01 -0.02 -0.04 0.512
H 2.414130 2.124817 2.856901 -0.03 -0.03 -0.04 0.450
H -2.878397 0.171399 2.748462 0.02 0.00 0.00 0.431
H -4.620384 -0.799458 4.180918 -0.01 0.01 -0.02 0.467
H -6.930482 -1.047706 3.341411 0.01 0.01 -0.02 0.464
H -7.493233 -0.284208 1.051876 0.02 0.00 0.00 0.441
H -5.743751 0.683188 -0.393335 -0.03 -0.02 0.03 0.518
Br 2.681317 -6.418628 0.884075 -0.04 0.12 -0.04 -0.112
C 2.057087 -4.796635 0.160304 0.02 -0.15 0.06 -0.330
C 0.977216 -4.789941 -0.705118 0.01 -0.02 0.02 -0.873
C 0.553613 -3.560419 -1.175463 -0.05 0.03 -0.02 -0.574
N 1.140905 -2.411279 -0.855630 -0.09 0.29 -0.26 -0.050
C 2.201084 -2.425439 -0.059270 -0.15 -0.11 0.07 0.337
C 2.683676 -3.608777 0.493370 0.06 0.07 0.17 -0.927
C 2.907664 -1.132596 0.174715 0.03 -0.01 0.14 0.601
C 4.286285 -1.203244 0.314179 -0.03 0.02 -0.10 -0.667
C 5.027124 -0.052939 0.523283 0.13 -0.02 0.05 -0.759
Br 6.885926 -0.144479 0.722419 -0.11 -0.01 -0.04 -0.093
C 4.367350 1.155781 0.589280 0.11 0.06 0.02 -1.325
C 2.998233 1.149309 0.447174 0.07 -0.02 -0.04 -0.445
N 2.245415 0.051303 0.247043 0.10 0.03 0.09 1.208
H 0.487319 -5.706579 -1.000456 -0.02 0.03 0.00 0.491
H -0.291969 -3.494209 -1.851385 0.01 -0.01 0.02 0.533
H 3.512734 -3.621049 1.185792 0.02 0.04 -0.02 0.645
H 4.791323 -2.151945 0.227429 -0.02 -0.04 -0.04 0.748
H 4.901129 2.083546 0.736699 -0.06 0.02 0.01 0.576
H 2.486728 2.092131 0.527046 -0.10 0.03 -0.05 0.685
N -0.364008 -0.053792 -1.573524 0.17 0.00 -0.21 1.217
C -0.476823 0.592998 -2.872963 0.03 0.19 -0.15 0.729
C 0.572828 0.482180 -3.774586 0.09 -0.10 0.09 -0.606
C 0.552966 1.225774 -4.943142 -0.17 -0.04 0.11 -1.167
C -0.526945 2.058744 -5.206267 0.13 0.35 -0.35 0.097
C -1.622084 2.090392 -4.357622 0.08 -0.14 0.07 -1.277
C -1.596547 1.352208 -3.183135 -0.08 0.05 0.18 0.436
S -0.467588 3.168364 -6.644802 -0.12 -0.14 0.08 1.400
O -1.122412 2.397869 -7.679288 0.01 0.02 0.00 -0.675
O 0.954445 3.392848 -6.835831 0.10 -0.04 0.07 -0.687
O -1.198327 4.338305 -6.184594 -0.04 0.02 0.11 -0.654
H -1.226585 -0.529629 -1.329967 0.08 -0.25 0.02 -0.963
H 0.362308 -0.783813 -1.611999 -0.21 -0.27 0.04 0.492
H 1.427675 -0.141755 -3.530837 0.01 0.05 0.00 0.365
H 1.374429 1.204356 -5.647734 0.02 0.01 0.05 0.478
H -2.464776 2.721837 -4.609241 0.03 0.02 0.03 0.443
H -2.435643 1.395094 -2.496932 0.05 0.08 -0.01 0.315
Br -1.740391 4.411983 -1.087060 -0.06 -0.01 0.08 -0.051
C -0.314005 4.726283 -2.302837 0.31 -0.26 0.05 0.387
C -0.473281 5.817423 -3.127913 -0.08 0.00 -0.04 -0.730
C 0.496439 6.118383 -4.073297 0.00 0.05 -0.04 -0.514
C 1.626545 5.331227 -4.193910 0.05 0.02 -0.07 -0.698
C 1.787085 4.242938 -3.363430 -0.05 -0.14 0.03 -0.636
C 0.830884 3.910107 -2.397178 -0.50 0.21 0.18 -0.159
C 1.143308 2.698135 -1.619976 0.64 0.31 -1.03 1.257
O 2.116131 2.017828 -1.852690 -0.13 0.07 0.26 -0.572
O 0.327750 2.331996 -0.593798 0.34 -0.08 -0.02 0.491
H -1.369556 6.416646 -3.059588 0.00 0.00 0.01 0.416
H 0.351032 6.970304 -4.722960 -0.03 -0.06 -0.05 0.407
H 2.366401 5.543856 -4.951424 -0.03 -0.02 -0.02 0.382
H 2.648270 3.597188 -3.455075 0.01 0.05 -0.05 0.424
```
Forces are in eV/Å.

=====

No. 2
ORCA calculation (wB97M-V/def2-TZVPD) on a molecular structure, C17H21N3O10S2TcTe.

The calculated total energy comes out at -74072.932 eV. Its charge is -2. The multiplicity is 4. The value obtained for the orbital gap (alpha / beta) is 3.8 / 5.9 eV.

Structure (XYZ):
```
55
Properties=species:S:1:pos:R:3:forces:R:3:lowdin_spin:R:1
Tc 0.800966 0.298503 -0.598515 -0.44 0.11 -0.22 2.428
C -0.217544 0.653442 4.810903 -0.01 0.01 -0.04 0.000
O 0.038363 -0.010671 3.580149 -0.04 0.10 -0.02 0.000
C 0.639902 0.700496 2.585123 0.58 -0.51 0.08 0.007
O 0.767135 0.056862 1.517913 -0.26 0.14 0.01 0.038
N 1.710288 1.509653 3.117211 -0.06 -0.01 -0.05 0.002
N 2.441244 2.271906 2.170936 -0.03 0.04 0.03 -0.001
H -0.924260 0.017977 5.342930 0.00 0.00 0.00 0.000
H -0.655200 1.634122 4.633440 0.00 0.00 0.00 0.000
H 0.691386 0.767483 5.403534 0.01 -0.01 0.01 0.000
H 2.354228 0.845717 3.536381 -0.02 0.00 0.03 0.000
H 2.407202 1.832662 1.250728 -0.02 -0.01 0.01 -0.001
H 1.985018 3.173778 2.102494 0.01 0.02 -0.02 0.000
O -1.912816 2.204459 -2.063134 0.02 0.04 -0.01 0.003
S -2.469811 1.355022 -1.041321 -0.28 -0.03 -0.10 0.004
O -3.651555 0.604494 -1.418743 0.09 0.01 0.00 0.000
O -1.489775 0.524395 -0.326585 0.27 -0.13 0.04 0.023
C -3.101298 2.515821 0.203181 0.07 0.03 0.03 0.001
C -4.478724 2.717124 0.185838 -0.01 -0.05 -0.05 0.000
C -5.090030 3.636161 1.020582 0.06 0.04 0.04 0.000
C -4.320679 4.385464 1.898523 -0.09 0.01 -0.01 0.000
C -2.951150 4.197829 1.933094 0.05 -0.02 -0.02 0.000
C -2.336894 3.268074 1.097176 -0.10 0.06 -0.04 0.001
S -0.582115 3.087886 1.363586 0.14 -0.10 0.34 0.006
O -0.596143 1.921353 2.323181 -0.31 0.42 -0.17 0.001
O -0.150917 4.298897 2.032115 -0.03 -0.03 -0.04 0.003
O 0.113844 2.802933 0.132713 0.04 -0.09 -0.03 0.047
H -5.056668 2.120151 -0.505435 0.00 -0.01 0.00 0.000
H -6.165185 3.765335 0.980783 -0.01 0.01 0.01 0.000
H -4.780111 5.112458 2.557822 -0.01 0.00 -0.01 0.000
H -2.330836 4.770613 2.607562 0.02 -0.01 -0.01 0.000
O 0.148808 -1.534204 -4.048100 0.00 0.02 0.03 0.006
N 0.324029 -1.263481 -2.880553 -0.01 -0.09 -0.06 0.027
O 0.453057 0.000557 -2.640284 -0.07 0.04 0.18 0.036
C -1.299084 -4.903064 1.020197 0.01 0.09 0.04 0.001
Te -0.627027 -2.925851 1.552040 0.04 -0.15 -0.06 0.007
C 1.119624 -3.087437 0.337177 -0.01 0.00 0.03 0.016
H -0.560454 -5.651378 1.302668 0.02 0.02 0.01 0.000
H -1.492613 -4.959787 -0.048873 0.01 0.04 -0.01 0.000
H -2.226009 -5.096858 1.559431 0.00 0.00 -0.01 0.000
H 0.843878 -3.071895 -0.714901 -0.01 0.02 0.00 0.002
H 1.653253 -4.002558 0.588305 -0.02 -0.01 0.02 0.001
H 1.751271 -2.226750 0.551023 0.00 0.00 0.00 0.008
C 2.554226 0.115601 -0.696502 0.45 0.08 0.17 -0.070
C 3.916917 -0.155127 -0.681886 -0.16 -0.06 -0.15 0.052
C 4.540636 -0.787171 -1.807066 0.08 -0.04 -0.04 0.080
C 5.886081 -1.070262 -1.811907 -0.07 0.02 0.02 0.014
C 6.706464 -0.754960 -0.719092 0.05 0.00 0.00 0.143
C 6.114374 -0.134711 0.387759 -0.06 0.01 -0.01 0.013
C 4.770190 0.163533 0.421722 0.08 0.01 0.06 0.085
H 3.925530 -1.041569 -2.661678 -0.01 0.00 0.00 0.003
H 6.314245 -1.551585 -2.686068 0.01 0.00 0.00 -0.003
H 7.765720 -0.980517 -0.732307 0.00 0.00 0.00 0.013
H 6.724409 0.126442 1.247467 0.01 0.00 0.00 -0.003
H 4.352913 0.660519 1.289256 0.00 -0.01 -0.02 0.004
```
Forces are in eV/Å.